No. 1
Below is a 5-piece molecular cluster, C25H39N3O11P2 overall in a non-equilibrium geometry, with properties calculated with the ωB97M-V functional and the def2-TZVPD basis.

Summary:
Gap between HOMO and LUMO ... 6.788 eV
HOMO ... -8.08 eV
Spin multiplicity ... 1
LUMO ... -1.295 eV
Structure (SMILES) ... C=C[C@](C#N)(NCCC)[C@H](C#N)PP(=O)(O)O.O=C1CCCO1.O=C1CCCO1.O=C1CCCO1.O=C1CCCO1
Relative energy (zero: lowest compared OMol25 entry of this formula, charge and spin) ... 55.4 kcal/mol

Element x y z (Å)
P 2.6491 -4.4053 -0.4477
C 6.5154 -4.9143 -0.7382
H -4.0179 4.4602 -1.9666
C 0.8602 3.2896 5.6877
C 0.0741 -1.9176 -2.3407
H -0.3285 4.0084 -2.5984
H -1.8883 3.8405 5.1785
H 1.9477 3.2984 5.5912
C -2.3717 -2.4828 2.3798
O 3.3839 -3.3478 -1.6047
N -2.4282 -2.7357 -0.6139
H 6.4755 -5.0352 -1.8222
H -5.6145 -4.0850 1.0819
C -3.7351 -2.0381 -0.7954
H -3.0509 3.1012 -2.6343
C -1.1449 3.4840 4.4615
O 0.3650 1.9690 5.4416
H 1.4552 3.0528 -0.7796
C -3.1035 4.8737 -3.8831
H 8.7956 -3.5754 1.2036
C 6.7605 -3.1325 0.6637
C -1.5596 -0.2918 -0.3491
P 0.4867 -4.0817 -0.3785
C -0.2963 4.1314 -1.5139
H 1.9778 5.4571 0.4408
H 0.7605 4.1261 3.7157
C 7.8562 -4.0977 1.0216
H 0.5932 3.5779 6.7089
C 7.9312 -4.9669 -0.2152
H 8.6124 -4.5124 -0.9421
H -2.0236 4.9881 -3.7747
H -4.0481 -1.3653 0.0747
O 2.8551 -5.8752 -0.9167
C -0.8161 2.0483 4.7677
O -5.8488 2.8277 -3.1239
H 7.5543 -4.6688 1.9029
O -0.7774 5.4333 -1.1614
H -5.0242 -3.5563 -2.0108
H 4.0169 -2.8125 -1.0615
C 1.0361 4.9408 0.2527
N -0.3027 -1.7361 -3.4837
C -3.7175 3.9340 -2.8728
H -3.8621 -4.4770 0.6505
H -2.8051 3.4779 -5.5251
C -1.3661 -1.8568 -0.0587
O 6.0295 -3.6148 -0.3795
O -4.7781 3.6419 -4.9521
C -1.2168 -2.2289 1.5103
H 1.8043 4.5190 -1.7042
H -3.7527 -1.4550 -1.7965
H -5.2319 -5.2858 -0.2826
H -0.1871 -2.3585 2.0209
H -2.1263 -3.2520 -1.4523
O 3.2982 -4.1450 1.1317
H 0.7244 4.3721 1.1323
H -3.6033 4.9975 -5.9906
H 8.2792 -5.9822 -0.0174
O 6.5240 -2.0951 1.2298
C -4.8938 -4.2846 0.1935
H -0.9472 3.3824 -1.0527
H 2.6852 -4.5941 1.7646
H 5.8719 -5.6675 -0.2741
C -0.0515 5.9129 -0.1144
H -3.5592 5.8645 -3.7864
H 0.8644 -1.5983 -0.2758
O -1.5040 1.0961 4.4968
C -4.9340 -3.1462 -0.9429
O -0.2850 6.9521 0.4496
C -4.9141 3.4076 -3.6161
H -2.6341 -3.6031 2.5390
H -0.0613 -4.8870 -1.4369
C -3.5064 4.2521 -5.1987
C 1.1150 4.0701 -0.9814
H 0.1154 5.2082 4.9566
C 0.0547 -2.2740 -0.7617
H -2.9727 -1.6713 2.9156
N -1.8134 0.8949 -0.2685
H -1.5103 3.5943 3.4403
H -5.9083 -2.5379 -0.7599
C 0.1938 4.1631 4.6520

***

No. 2
Below is a 2-piece molecular cluster, C3H4N2O overall, with properties calculated with the ωB97M-V functional and the def2-TZVPD basis.

Summary:
Gap between HOMO and LUMO ... 9.449 eV
HOMO ... -9.06 eV
Spin multiplicity ... 1
LUMO ... 0.389 eV
Relative energy (zero: lowest compared OMol25 entry of this formula, charge and spin) ... 140.7 kcal/mol

Element x y z (Å)
H -0.3920 -1.2031 -0.6600
H 0.6759 1.4880 0.3776
N 0.3643 -1.4822 -1.2954
H -3.2960 0.9469 0.7699
H 3.2227 -0.6533 -0.0294
N 1.4017 -0.9498 -0.8960
C -1.4343 0.7559 0.7882
C -0.3154 1.1571 0.5931
C 2.4103 -0.3439 -0.6709
O -2.6372 0.2845 1.0229

***

No. 3
Below is CHN3O4S as an isolated structure in a non-equilibrium geometry, with properties calculated with the ωB97M-V functional and the def2-TZVPD basis.

Summary:
Gap between HOMO and LUMO (spin up / spin down) ... 8.805 / 8.804 eV
HOMO (spin up / spin down) ... -9.88 / -9.88 eV
Spin multiplicity ... 1
LUMO (spin up / spin down) ... -1.077 / -1.077 eV
Relative energy (zero: lowest compared OMol25 entry of this formula, charge and spin) ... 49.7 kcal/mol

Element x y z (Å)
O -1.4579 -2.5178 1.7558
S -1.1610 0.4624 -0.4047
O 1.4480 0.1258 -1.1769
C 0.9376 2.1917 -0.2538
N -1.2740 -1.8911 0.7818
O -1.3840 -0.1049 0.9605
O -1.1520 -2.0061 -0.3604
H 2.0947 -0.4085 -0.6373
N 1.4659 3.1979 -0.1954
N 0.4827 0.9505 -0.4696

***

No. 4
Below is one molecule with the formula C2H5BrClN in a non-equilibrium geometry, with properties calculated with the ωB97M-V functional and the def2-TZVPD basis.

Summary:
Gap between HOMO and LUMO (spin up / spin down) ... 5.975 / 5.751 eV
HOMO (spin up / spin down) ... -5.09 / -9.78 eV
Spin multiplicity ... 3
LUMO (spin up / spin down) ... 0.887 / -4.026 eV
<S²> ... 2.005
Relative energy (zero: lowest compared OMol25 entry of this formula, charge and spin) ... 25.6 kcal/mol

Element x y z (Å)
H 0.9591 -0.9361 0.5912
H -0.4702 -0.1769 -1.6942
H 0.2951 1.8071 -0.1869
C -0.0406 0.9639 0.5289
Br 0.8852 1.3506 2.2236
N 0.2748 -0.6204 -1.2950
C 0.1437 -0.5220 0.0996
H 0.3359 -1.6156 -1.6284
H -1.0431 1.2488 0.7681
Cl -1.3399 -1.4995 0.5931

***

Among the records above, which one has the lowest relative energy (zero: lowest compared OMol25 entry of this formula, charge and spin)?
C2H5BrClN

***

What is the spin multiplicity in the third record?
1

***

Which of these has the lowest relative energy (zero: lowest compared OMol25 entry of this formula, charge and spin)?
C2H5BrClN